{
  "formula": "C3H8O",
  "method": "ωB97M-V/def2-TZVPD",
  "total_energy_ha": -194.31455,
  "relative_energy_ev": 0.582,
  "smiles": "CCOC",
  "charge": 0,
  "fmax_ev_per_a": 0.3,
  "species": ["C", "C", "O", "C", "H", "H", "H", "H", "H", "H", "H", "H"],
  "positions_angstrom": [[-1.492, 0.127, 0.171], [-0.357, -0.088, -0.823], [0.800, 0.654, -0.498], [1.617, 0.033, 0.459], [-2.383, -0.428, -0.140], [-1.220, -0.210, 1.177], [-1.746, 1.190, 0.225], [-0.663, 0.255, -1.817], [-0.113, -1.160, -0.905], [1.078, -0.199, 1.390], [2.053, -0.902, 0.070], [2.427, 0.729, 0.692]]
}

---

{
  "formula": "H5N2P",
  "method": "ωB97M-V/def2-TZVPD",
  "total_energy_ha": -453.70752,
  "relative_energy_ev": 3.829,
  "charge": 0,
  "fmax_ev_per_a": 2.4,
  "species": ["N", "N", "P", "H", "H", "H", "H", "H"],
  "positions_angstrom": [[1.423, -0.085, -0.401], [0.656, -0.866, 0.408], [-1.932, -0.128, -0.111], [1.119, 0.827, -0.299], [1.597, -0.333, -1.361], [0.577, -1.881, 0.037], [-1.881, -1.013, 0.885], [-1.986, -1.247, -0.910]]
}

---

{
  "formula": "C17H51N7O5P4",
  "method": "ωB97M-V/def2-TZVPD",
  "total_energy_ha": -2802.80230,
  "smiles": "CN(C)P(=O)(N(C)C)N(C)C.CN(C)P(=O)(N(C)C)N(C)C.CCOCCOC[PH]#P(N)O",
  "charge": 0,
  "fmax_ev_per_a": 7.7,
  "species": ["C", "N", "C", "P", "O", "N", "C", "C", "N", "C", "C", "H", "H", "H", "H", "H", "H", "H", "H", "H", "H", "H", "H", "H", "H", "H", "H", "H", "H", "C", "N", "C", "P", "O", "N", "C", "C", "N", "C", "C", "H", "H", "H", "H", "H", "H", "H", "H", "H", "H", "H", "H", "H", "H", "H", "H", "H", "H", "C", "C", "O", "C", "C", "O", "C", "P", "P", "N", "O", "H", "H", "H", "H", "H", "H", "H", "H", "H", "H", "H", "H", "H", "H", "H"],
  "positions_angstrom": [[-3.699, 1.817, 3.513], [-3.327, 1.746, 4.907], [-4.509, 1.627, 5.757], [-1.835, 1.493, 5.648], [-2.033, -0.042, 5.689], [-0.522, 1.369, 4.547], [-0.497, 1.776, 3.157], [0.320, 0.157, 4.669], [-1.608, 3.258, 5.600], [-2.392, 4.293, 4.953], [-0.284, 3.749, 5.985], [-4.303, 2.715, 3.339], [-4.281, 0.948, 3.198], [-2.869, 1.909, 2.826], [-4.539, 2.457, 6.470], [-4.494, 0.692, 6.322], [-5.456, 1.661, 5.182], [-1.006, 1.055, 2.511], [0.530, 1.870, 2.794], [-0.931, 2.772, 3.007], [-0.149, -0.698, 4.167], [0.482, -0.096, 5.722], [1.310, 0.315, 4.231], [-2.261, 4.291, 3.869], [-2.111, 5.294, 5.304], [-3.458, 4.216, 5.187], [0.370, 3.851, 5.112], [0.192, 3.064, 6.694], [-0.338, 4.722, 6.485], [1.172, 3.644, -5.847], [2.221, 2.897, -5.194], [2.940, 3.734, -4.237], [2.539, 1.243, -5.138], [1.690, 1.048, -3.858], [1.465, 0.294, -6.085], [0.580, 0.752, -7.138], [0.779, -0.814, -5.380], [3.514, 1.467, -6.610], [3.668, 2.624, -7.473], [3.996, 0.247, -7.258], [1.611, 4.469, -6.420], [0.460, 4.064, -5.133], [0.600, 3.082, -6.573], [4.003, 3.765, -4.495], [2.846, 3.341, -3.222], [2.579, 4.783, -4.229], [-0.318, 1.230, -6.737], [0.253, -0.083, -7.764], [1.081, 1.435, -7.833], [-0.086, -0.444, -4.816], [1.465, -1.316, -4.690], [0.431, -1.577, -6.084], [2.781, 2.800, -8.086], [4.512, 2.505, -8.164], [3.905, 3.533, -6.913], [3.295, -0.098, -8.027], [4.124, -0.556, -6.524], [4.973, 0.392, -7.730], [-2.052, -6.274, 4.415], [-0.779, -5.495, 3.737], [0.106, -6.336, 2.917], [-0.557, -6.839, 1.705], [-0.786, -5.731, 0.520], [-0.156, -4.418, 0.767], [-1.149, -3.452, 0.189], [-0.541, -1.642, 0.170], [1.623, -1.658, 0.432], [2.282, -0.184, -0.405], [1.966, -1.495, 2.165], [-2.572, -5.491, 5.151], [-2.905, -6.565, 3.634], [-1.745, -7.196, 5.097], [-1.166, -4.530, 3.186], [-0.111, -5.101, 4.644], [-1.590, -7.375, 1.895], [0.150, -7.681, 1.239], [-1.968, -5.633, 0.381], [-0.386, -6.082, -0.548], [-1.289, -3.806, -0.938], [-2.178, -3.490, 0.746], [-0.929, -1.141, -1.156], [3.321, -0.231, -0.204], [2.221, -0.451, -1.431], [1.808, -2.445, 2.507]]
}

---

{
  "formula": "C2HNO2S",
  "method": "ωB97M-V/def2-TZVPD",
  "total_energy_ha": -680.04482,
  "relative_energy_ev": 1.649,
  "spin_multiplicity": 3,
  "charge": 0,
  "s2": 2.00,
  "fmax_ev_per_a": 7.1,
  "species": ["C", "C", "N", "O", "O", "S", "H"],
  "positions_angstrom": [[0.255, 0.132, -1.680], [-0.175, 0.134, -0.306], [0.469, 0.383, -2.790], [-1.082, 0.829, 0.092], [0.699, -0.512, 0.504], [0.536, -0.452, 2.139], [-0.702, -0.513, 2.041]]
}

---

{
  "formula": "C33H52BrN10OPS",
  "method": "ωB97M-V/def2-TZVPD",
  "total_energy_ha": -5224.69307,
  "smiles": "N#C[C@@H](N=C=S)[C@H](C#N)P(O)Br.CCCC#N.CCCC#N.CCCC#N.CCCC#N.CCCC#N.CCCC#N.CCCC#N",
  "charge": 0,
  "fmax_ev_per_a": 12.7,
  "species": ["N", "C", "C", "N", "C", "S", "C", "C", "N", "P", "O", "Br", "H", "H", "H", "C", "C", "C", "C", "N", "H", "H", "H", "H", "H", "H", "H", "C", "C", "C", "C", "N", "H", "H", "H", "H", "H", "H", "H", "C", "C", "C", "C", "N", "H", "H", "H", "H", "H", "H", "H", "C", "C", "C", "C", "N", "H", "H", "H", "H", "H", "H", "H", "C", "C", "C", "C", "N", "H", "H", "H", "H", "H", "H", "H", "C", "C", "C", "C", "N", "H", "H", "H", "H", "H", "H", "H", "C", "C", "C", "C", "N", "H", "H", "H", "H", "H", "H", "H"],
  "positions_angstrom": [[-2.984, 1.666, 2.117], [-2.762, 1.530, 0.828], [-2.218, 1.390, -0.713], [-3.373, 1.307, -1.687], [-3.262, 0.051, -2.295], [-2.752, -1.371, -3.148], [-1.191, 2.588, -1.157], [-1.095, 2.628, -2.817], [-1.019, 2.706, -4.129], [0.574, 2.326, -0.472], [1.081, 0.667, -0.813], [0.613, 2.431, 1.822], [-1.632, 0.377, -0.783], [-1.544, 3.669, -0.798], [1.170, 0.644, -1.814], [-7.131, 5.755, 0.702], [-6.617, 4.326, 0.820], [-5.132, 4.254, 1.174], [-4.283, 4.841, 0.130], [-3.620, 5.318, -0.695], [-6.620, 6.300, -0.098], [-8.201, 5.754, 0.472], [-6.984, 6.302, 1.638], [-6.807, 3.795, -0.121], [-7.191, 3.811, 1.599], [-4.852, 3.204, 1.316], [-4.953, 4.763, 2.128], [2.215, -3.692, 1.857], [1.044, -2.840, 2.331], [1.183, -1.368, 1.946], [2.348, -0.736, 2.578], [3.278, -0.247, 3.072], [3.157, -3.367, 2.309], [2.058, -4.739, 2.134], [2.320, -3.639, 0.768], [0.944, -2.938, 3.419], [0.122, -3.235, 1.889], [0.276, -0.834, 2.251], [1.256, -1.274, 0.856], [0.397, -0.194, 7.063], [-0.775, -1.042, 7.540], [-0.720, -2.479, 7.024], [-0.819, -2.548, 5.561], [-0.885, -2.592, 4.402], [0.409, -0.104, 5.972], [0.327, 0.816, 7.477], [1.350, -0.628, 7.382], [-1.714, -0.565, 7.233], [-0.770, -1.060, 8.637], [-1.548, -3.047, 7.466], [0.207, -2.959, 7.356], [4.338, 6.213, 0.898], [4.799, 4.992, 1.685], [5.238, 3.835, 0.788], [4.135, 3.321, -0.033], [3.260, 2.928, -0.688], [3.465, 5.985, 0.279], [4.059, 7.020, 1.582], [5.136, 6.580, 0.245], [3.991, 4.668, 2.353], [5.642, 5.284, 2.322], [5.624, 3.025, 1.417], [6.062, 4.158, 0.142], [6.888, -6.199, 4.459], [6.472, -6.278, 2.995], [5.273, -5.389, 2.667], [4.064, -5.799, 3.393], [3.115, -6.123, 3.979], [6.089, -6.544, 5.122], [7.763, -6.832, 4.637], [7.147, -5.173, 4.737], [6.251, -7.322, 2.739], [7.321, -5.970, 2.373], [5.078, -5.439, 1.590], [5.509, -4.345, 2.901], [-6.124, -3.954, -4.815], [-5.610, -5.383, -4.696], [-4.125, -5.456, -4.342], [-3.276, -4.869, -5.386], [-2.612, -4.392, -6.211], [-5.613, -3.409, -5.615], [-7.194, -3.955, -5.045], [-5.976, -3.407, -3.878], [-5.800, -5.914, -5.638], [-6.184, -5.899, -3.917], [-3.844, -6.506, -4.200], [-3.945, -4.947, -3.388], [-0.477, 2.980, -7.750], [0.767, 2.192, -8.142], [2.056, 3.000, -7.994], [2.088, 4.163, -8.890], [2.099, 5.087, -9.593], [-0.615, 3.856, -8.392], [-1.368, 2.353, -7.849], [-0.413, 3.321, -6.712], [0.659, 1.838, -9.175], [0.833, 1.302, -7.504], [2.910, 2.351, -8.219], [2.171, 3.329, -6.955]]
}

---

{
  "formula": "C25H19ClF6O2",
  "method": "ωB97M-V/def2-TZVPD",
  "total_energy_ha": -2173.91802,
  "charge": 0,
  "fmax_ev_per_a": 4.6,
  "species": ["C", "C", "O", "C", "C", "C", "C", "C", "Cl", "C", "C", "C", "O", "H", "H", "H", "H", "H", "H", "H", "H", "H", "H", "F", "C", "F", "F", "C", "C", "C", "C", "C", "C", "C", "C", "C", "C", "F", "F", "F", "C", "C", "C", "C", "H", "H", "H", "H", "H", "H", "H", "H", "H"],
  "positions_angstrom": [[-0.228, -1.487, 4.561], [-1.081, -1.576, 3.331], [-0.733, -0.569, 2.368], [-1.567, -0.683, 1.271], [-1.430, 0.500, 0.387], [-2.325, 0.659, -0.743], [-3.350, -0.296, -1.049], [-4.229, -0.035, -2.086], [-5.507, -1.169, -2.381], [-4.120, 1.084, -2.936], [-3.020, 1.945, -2.728], [-2.209, 1.758, -1.620], [-2.302, -1.685, 1.183], [-0.604, -2.290, 5.252], [0.852, -1.682, 4.343], [-0.353, -0.501, 5.065], [-0.973, -2.552, 2.838], [-2.133, -1.368, 3.578], [-1.354, 1.493, 1.107], [-3.432, -1.225, -0.453], [-4.832, 1.306, -3.736], [-2.821, 2.759, -3.416], [-1.422, 2.494, -1.439], [3.498, -1.774, 4.438], [3.528, -0.400, 4.390], [3.016, 0.060, 5.564], [4.841, -0.037, 4.355], [2.763, 0.074, 3.191], [1.708, 0.981, 3.344], [0.956, 1.324, 2.234], [1.261, 0.808, 0.948], [0.396, 1.091, -0.175], [0.651, 0.598, -1.517], [0.917, -0.777, -1.732], [1.111, -1.253, -3.027], [0.991, -0.376, -4.113], [1.244, -0.828, -5.526], [0.240, -0.383, -6.357], [2.424, -0.334, -6.025], [1.300, -2.181, -5.637], [0.700, 0.971, -3.937], [0.529, 1.449, -2.651], [2.429, 0.003, 0.818], [3.157, -0.383, 1.932], [1.450, 1.383, 4.325], [0.068, 1.963, 2.376], [0.049, 2.159, -0.196], [0.910, -1.496, -0.899], [1.368, -2.290, -3.201], [0.643, 1.654, -4.793], [0.258, 2.501, -2.512], [2.746, -0.356, -0.161], [4.024, -1.032, 1.850]]
}